No. 1
Density functional theory data (ωB97M-V/def2-TZVPD) for the molecule C3H9NO.

Its SMILES is NCCCO. The frontier orbital gap is 10.349 eV. As for the energy above the lowest of the compared OMol25 structures with the same formula, charge and spin: 100.20 kJ/mol. Its highest occupied orbital energy is -9.36 eV.

Cartesian coordinates (Å):
C  1.1037  -0.2614  -0.1443
C  -0.2432  0.2517  0.3717
C  -1.3521  -0.1838  -0.5587
O  -2.5023  0.6362  -0.3463
N  2.1284  -0.2082  0.9138
H  1.0229  -1.2917  -0.4886
H  1.3430  0.4010  -0.9720
H  -0.4010  -0.1440  1.3785
H  -0.1663  1.3345  0.4978
H  -0.9985  -0.1536  -1.5902
H  -1.6323  -1.1959  -0.2549
H  -3.2247  0.2888  -0.8795
H  2.9936  0.0377  0.4503
H  1.9289  0.4887  1.6224



No. 2
Density functional theory data (ωB97M-V/def2-TZVPD) for a structure of composition C46H43F15Ge2O3PPtS3Si.

Its net charge is -1. The frontier orbital gap (spin up / spin down) is 5.173 / 4.764 eV. As for the energy above the lowest of the compared OMol25 structures with the same formula, charge and spin: 385.38 kJ/mol. Its highest occupied orbital energy (spin up / spin down) is -5.05 / -5.01 eV.

Cartesian coordinates (Å):
Pt  0.2122  -0.3173  -0.2796
C  -4.9617  -4.4362  0.3518
C  -4.4977  -3.2315  1.1484
O  -3.3487  -2.6735  0.5167
P  -3.2621  -1.1533  0.0011
S  -3.3771  0.1885  1.4550
S  -1.8219  -1.2976  -1.4083
O  -4.6748  -0.9223  -0.7524
C  -4.8623  -0.9843  -2.1663
C  -6.3282  -1.2540  -2.4419
H  -5.8149  -4.8994  0.8484
H  -4.1504  -5.1599  0.2824
H  -5.2485  -4.1356  -0.6563
H  -4.1933  -3.5425  2.1470
H  -5.2908  -2.4825  1.2261
H  -4.2316  -1.7657  -2.5966
H  -4.5597  -0.0265  -2.5985
H  -6.6220  -2.2356  -2.0690
H  -6.5008  -1.2164  -3.5181
H  -6.9470  -0.5000  -1.9562
F  -0.8360  -4.1360  2.9464
C  0.0887  -4.0729  3.9081
C  0.2849  -2.8711  4.5760
C  1.3149  -2.8545  5.5004
F  1.6513  -1.7188  6.1369
C  2.0564  -3.9831  5.8118
F  3.0151  -3.9295  6.7449
C  1.7986  -5.1722  5.1565
F  2.4959  -6.2669  5.4607
C  0.8157  -5.2161  4.1819
F  0.5873  -6.3568  3.5277
Ge  -0.7860  -1.2852  3.8992
S  0.0754  -1.3167  1.9057
C  -0.2882  0.1873  5.1834
C  0.1865  1.4189  4.7784
F  0.3005  1.6854  3.4709
C  0.5448  2.4006  5.6882
F  1.0326  3.5774  5.2786
C  0.4044  2.1531  7.0422
F  0.7556  3.0828  7.9309
C  -0.1034  0.9402  7.4782
F  -0.2442  0.7064  8.7852
C  -0.4479  -0.0159  6.5416
F  -0.9396  -1.1866  6.9731
C  -2.6556  -1.5702  4.6315
C  -3.2502  -2.7897  4.9049
F  -2.5432  -3.9229  4.8276
C  -4.5715  -2.9056  5.3050
F  -5.1165  -4.1087  5.5135
C  -5.3268  -1.7659  5.5014
F  -6.5963  -1.8634  5.8914
C  -4.7448  -0.5249  5.3093
F  -5.4505  0.5794  5.5675
C  -3.4405  -0.4460  4.8613
F  -2.9201  0.7742  4.6911
C  4.2059  -1.7857  -2.8241
Si  3.6490  -1.2705  -1.0682
C  4.4644  0.4430  -0.8064
C  4.4836  -2.5175  0.1138
O  2.0708  -1.3188  -0.9162
H  5.2737  -2.0169  -2.8202
H  4.0402  -0.9745  -3.5347
H  3.6678  -2.6669  -3.1747
H  5.5189  0.3759  -0.5303
H  3.9453  0.9935  -0.0171
H  4.3940  1.0456  -1.7132
H  5.5351  -2.6591  -0.1465
H  3.9794  -3.4820  0.0503
H  4.4361  -2.1869  1.1544
C  2.8361  -0.7633  3.6929
C  3.0179  0.5946  2.9979
C  4.5335  0.8049  2.7673
C  2.2930  0.6418  1.7224
H  3.3234  -0.7616  4.6679
H  3.2648  -1.5570  3.0796
H  1.7810  -0.9789  3.8237
H  2.6686  1.3923  3.6580
H  4.9297  0.0113  2.1345
H  5.0472  0.7753  3.7264
H  4.7273  1.7623  2.2856
H  1.6812  1.4945  1.4566
H  2.3773  -0.2027  1.0460
C  0.8546  -0.3591  -3.6933
Ge  0.4024  1.0034  -2.3122
C  1.8148  2.4075  -2.4736
C  2.3242  3.0800  -1.3667
C  3.3497  4.0053  -1.4959
C  3.8813  4.2774  -2.7471
C  3.3866  3.6147  -3.8615
C  2.3609  2.6908  -3.7217
C  -1.2665  1.8238  -3.0436
C  -1.7658  1.3914  -4.2457
C  -2.9178  1.9658  -4.8183
C  -3.5698  2.9864  -4.1864
C  -3.1172  3.4490  -2.9294
C  -3.7795  4.4837  -2.2274
C  -3.3376  4.8952  -1.0020
C  -2.2218  4.2761  -0.4052
C  -1.5651  3.2747  -1.0606
C  -1.9708  2.8443  -2.3459
H  0.9922  0.0556  -4.6938
H  0.0664  -1.1120  -3.7192
H  1.7682  -0.8568  -3.3860
H  1.9122  2.8703  -0.3851
H  3.7377  4.5079  -0.6178
H  4.6784  5.0022  -2.8563
H  3.8084  3.8113  -4.8398
H  1.9761  2.1815  -4.5978
H  -1.2682  0.5888  -4.7748
H  -3.2786  1.5913  -5.7692
H  -4.4453  3.4436  -4.6335
H  -4.6509  4.9447  -2.6787
H  -3.8493  5.6901  -0.4744
H  -1.8939  4.5932  0.5761
H  -0.7287  2.7640  -0.5946



No. 3
Density functional theory data (ωB97M-V/def2-TZVPD) for a structure of composition C20H45CrF6Li2N5O13S2.

As for the spin multiplicity: 5. Its net charge is +2. As for the expectation value of S²: 6.012. The frontier orbital gap (spin up / spin down) is 8.924 / 9.004 eV. Its highest occupied orbital energy (spin up / spin down) is -14.57 / -14.59 eV.

Cartesian coordinates (Å):
Li  16.8635  -19.0008  -1.7747
Li  18.8629  -15.6495  -3.1145
Cr  13.0266  -15.1806  -4.4651
C  9.4113  -17.4066  -4.2721
F  9.4459  -16.8790  -5.4962
F  8.7181  -16.5501  -3.5238
F  8.8044  -18.5608  -4.2440
S  11.1500  -17.6268  -3.5188
O  11.1584  -16.7368  -2.3839
O  11.2968  -19.0177  -3.1823
N  12.1516  -16.9930  -4.7273
S  12.2268  -17.9440  -6.0478
O  11.2890  -19.0189  -6.0616
O  12.2882  -17.1208  -7.2403
C  13.9669  -18.6600  -5.9006
F  14.1221  -19.3570  -4.7856
F  14.2268  -19.4313  -6.9449
F  14.8679  -17.6562  -5.9080
N  15.6391  -16.7250  -3.1842
O  16.6411  -15.9474  -3.1908
O  15.7697  -17.9426  -3.0390
O  14.4830  -16.2162  -3.1530
C  12.8234  -13.6627  -9.3113
O  12.3746  -12.8351  -8.2363
C  11.0027  -13.0191  -7.8857
C  10.8581  -14.2222  -7.0176
N  11.6180  -14.0424  -5.7225
C  10.6212  -13.6181  -4.7108
C  11.3508  -13.0788  -3.4805
O  12.1648  -14.1492  -2.9718
C  12.9310  -13.6846  -1.8366
H  12.9653  -14.7115  -9.0319
H  13.7780  -13.2417  -9.6144
H  12.0786  -13.6276  -10.1102
H  10.4090  -13.1493  -8.7945
H  10.7695  -12.0725  -7.3891
H  11.3687  -15.0156  -7.5825
H  9.9059  -14.7229  -6.8568
H  12.2474  -13.2961  -6.0473
H  10.0697  -14.5197  -4.4484
H  9.9213  -12.8249  -4.9838
H  10.5364  -12.7755  -2.8208
H  11.9499  -12.2229  -3.8001
H  13.2971  -14.5998  -1.3641
H  12.3273  -13.1851  -1.0844
H  13.8248  -13.1629  -2.1745
C  15.3762  -21.7690  -2.8114
O  15.9649  -20.8834  -1.8526
C  15.1909  -20.7962  -0.6570
C  15.9092  -20.0193  0.4281
N  16.2387  -18.6047  0.1151
C  15.1062  -17.6489  0.2334
C  15.6231  -16.2695  0.5511
O  16.1889  -16.2811  1.8431
C  17.0327  -15.1576  2.0174
H  16.0018  -21.8269  -3.6924
H  14.3198  -21.5184  -2.9264
H  15.3186  -22.7749  -2.3773
H  14.8921  -21.8031  -0.3526
H  14.1951  -20.3483  -0.7962
H  16.9037  -20.4709  0.5528
H  15.5335  -20.1624  1.4440
H  16.9857  -18.3049  0.7337
H  14.3493  -18.0459  0.9168
H  14.6072  -17.7088  -0.7398
H  14.7719  -15.5869  0.4760
H  16.4219  -16.0286  -0.1611
H  17.9457  -15.1821  1.4159
H  17.2974  -14.9846  3.0569
H  16.4858  -14.2542  1.7212
C  19.0780  -16.4837  -5.9408
O  19.3830  -15.5628  -4.8752
C  19.8886  -14.3081  -5.2948
C  20.1525  -13.4232  -4.0737
N  19.0088  -13.3078  -3.1201
C  17.7689  -12.7658  -3.7129
C  16.8938  -12.1629  -2.6325
O  17.6305  -11.2387  -1.8405
C  16.9628  -9.9886  -1.6816
H  19.2608  -16.0720  -6.9307
H  18.0352  -16.8071  -5.9469
H  19.6971  -17.3556  -5.7352
H  19.1906  -13.6920  -5.8716
H  20.7965  -14.3962  -5.8920
H  20.2664  -12.4215  -4.5064
H  21.0198  -13.6342  -3.4516
H  19.1661  -12.6999  -2.3208
H  17.2704  -13.6031  -4.2112
H  18.0974  -12.0474  -4.4787
H  16.6957  -12.9647  -1.8993
H  15.9085  -11.8832  -3.0041
H  17.3869  -9.5147  -0.7972
H  15.8915  -10.0674  -1.4682
H  17.0818  -9.3554  -2.5632



No. 4
Density functional theory data (ωB97M-V/def2-TZVPD) for a structure of composition C38H36F5N4OOsS.

Its net charge is +1. The frontier orbital gap is 6.329 eV. As for the energy above the lowest of the compared OMol25 structures with the same formula, charge and spin: 0.00 kJ/mol. Its highest occupied orbital energy is -11.00 eV.

Cartesian coordinates (Å):
Os  0.4266  -0.2182  -0.2562
C  -3.2031  -2.0275  0.9621
C  -1.9932  -1.5638  0.2376
N  -1.1829  -0.6593  0.7122
N  -1.3709  -0.0732  1.9402
C  -0.3258  0.6834  2.2407
O  0.7134  0.8405  1.4617
C  -0.2949  1.3787  3.5355
C  -1.3834  1.3133  4.4046
C  -1.3249  1.9519  5.6300
C  -0.1823  2.6533  5.9949
C  0.9027  2.7196  5.1316
C  0.8487  2.0847  3.9032
C  -1.6005  -2.0779  -1.0733
C  -2.3439  -3.0185  -1.7727
C  -1.8848  -3.4613  -3.0019
C  -0.6903  -2.9626  -3.4963
C  0.0095  -2.0324  -2.7496
N  -0.4328  -1.5902  -1.5739
H  -3.3523  -1.4317  1.8569
H  -3.0864  -3.0749  1.2491
H  -4.0821  -1.9539  0.3203
H  -2.2655  0.7606  4.1142
H  -2.1684  1.9011  6.3048
H  -0.1382  3.1474  6.9563
H  1.7918  3.2637  5.4197
H  1.6898  2.1274  3.2247
H  -3.2630  -3.3991  -1.3523
H  -2.4489  -4.1947  -3.5610
H  -0.2946  -3.2828  -4.4490
H  0.9514  -1.6192  -3.0869
F  5.6474  0.7690  3.7746
C  4.8093  0.1416  2.9640
C  3.6156  -0.3625  3.4571
F  3.3131  -0.2107  4.7413
C  2.7412  -1.0067  2.6014
F  1.5863  -1.4539  3.0937
C  3.0232  -1.1552  1.2501
S  1.8790  -1.9169  0.1380
C  4.2354  -0.6557  0.7842
F  4.5601  -0.7844  -0.5043
C  5.1262  -0.0082  1.6211
F  6.2689  0.4751  1.1483
C  -2.5039  0.5733  -5.8480
C  -2.4344  0.8109  -4.3652
C  -3.5907  0.9912  -3.6133
C  -3.5383  1.2337  -2.2440
C  -4.7920  1.4245  -1.4378
C  -2.2934  1.2886  -1.6331
C  -1.1174  1.0838  -2.3575
C  -1.1988  0.8581  -3.7289
N  0.0809  1.1133  -1.5908
C  1.2473  1.9366  -2.0460
C  0.7254  3.2555  -2.6356
C  1.9026  4.1290  -3.0786
C  2.7729  4.4643  -1.8674
C  3.3153  3.1672  -1.2649
C  4.1679  2.4368  -2.3027
C  3.2927  2.0863  -3.5057
C  2.7242  3.3675  -4.1217
C  2.1359  1.1818  -3.0527
C  2.1392  2.2769  -0.8366
H  -3.5339  0.4770  -6.1855
H  -1.9707  -0.3363  -6.1287
H  -2.0487  1.3993  -6.3964
H  -4.5532  0.9601  -4.1107
H  -5.6167  1.7675  -2.0605
H  -4.6411  2.1518  -0.6403
H  -5.1041  0.4852  -0.9735
H  -2.2227  1.5368  -0.5810
H  -0.3119  0.7009  -4.3242
H  0.1279  3.7675  -1.8750
H  0.0711  3.0688  -3.4858
H  1.5074  5.0473  -3.5182
H  2.1881  5.0121  -1.1233
H  3.6005  5.1120  -2.1665
H  3.9109  3.3896  -0.3760
H  4.5975  1.5299  -1.8731
H  5.0014  3.0702  -2.6157
H  3.8816  1.5470  -4.2512
H  2.0976  3.1240  -4.9859
H  3.5400  3.9965  -4.4860
H  2.5365  0.2866  -2.5587
H  1.5825  0.8484  -3.9315
H  1.5466  2.7765  -0.0703
H  2.5535  1.3618  -0.3855